Entry 1:
This record from the Open Molecules 2025 dataset describes a 8-piece molecular cluster, C52H115F3N6O4S overall in a non-equilibrium geometry. The level of theory is wB97M-V/def2-TZVPD.

Summary:
Frontier orbital gap (alpha / beta): 2.64 / 7.42 eV
Charge: +3
Strongest force on any atom: 5.8 eV Å⁻¹
Multiplicity: 2
LUMO level (alpha / beta): -5.00 / -5.11 eV
⟨S²⟩: 0.751

```
181
Properties=species:S:1:pos:R:3:forces:R:3
C -0.4843 1.9723 -0.4838 -0.756 -0.138 0.546
C -0.8941 0.5644 0.0157 -0.182 0.980 -1.373
C -0.0810 0.3348 1.2166 0.670 -0.395 1.439
O -2.2122 0.3794 0.2378 -1.424 0.226 0.217
H -0.8095 2.6624 0.2948 0.078 0.248 0.266
H -1.0133 2.3142 -1.3734 0.368 -0.212 -0.404
H 0.6045 2.0020 -0.5246 0.053 0.332 -0.548
H -0.5403 -0.1436 -0.7338 0.435 -0.507 -0.758
H -0.3482 -0.6705 1.5423 0.402 0.128 0.566
H -0.2985 1.0931 1.9687 -0.423 -0.159 0.336
H 0.9978 0.4287 1.0920 0.206 -0.318 -0.243
C -3.1889 4.4834 -3.4455 -0.236 0.510 0.718
C -4.1716 3.3525 -3.6509 -0.606 -0.259 -1.654
C -3.3590 2.0680 -3.6485 0.351 -0.511 -0.369
N -4.0539 0.6995 -3.8235 0.290 -0.639 -0.134
C -5.0114 0.5825 -5.0583 0.740 1.361 1.776
C -4.7206 0.3865 -2.4886 0.713 0.153 -0.022
C -4.7074 -1.1112 -2.3670 -2.835 -0.468 1.157
C -3.7426 -1.6454 -3.3337 0.400 -1.683 -0.892
C -3.0231 -0.5114 -3.9208 0.419 2.521 0.063
H -2.3003 4.5633 -4.0717 -0.143 -0.679 -0.305
H -2.8459 4.3389 -2.4210 0.224 0.713 0.180
H -3.6980 5.4350 -3.5981 0.006 0.056 0.477
H -4.6639 3.4771 -4.6154 0.323 -0.161 -0.549
H -5.0684 3.4761 -3.0437 0.459 -0.475 0.915
H -2.7121 1.9761 -2.7760 -0.534 -0.211 0.516
H -2.5877 2.2396 -4.3993 -0.315 -0.583 -0.716
H -5.9101 1.1432 -4.8013 -0.023 -0.058 -0.092
H -5.2753 -0.4570 -5.2527 0.395 0.184 -0.072
H -4.4764 1.1317 -5.8331 -0.194 -0.566 -0.327
H -5.6630 0.9286 -2.4107 0.006 -0.252 -0.054
H -4.0332 0.6549 -1.6863 0.206 0.917 -0.153
H -5.6985 -1.5150 -2.5738 -0.122 -0.094 -0.088
H -4.5177 -1.4268 -1.3411 0.289 0.325 0.047
H -4.2709 -2.1623 -4.1348 0.121 -0.352 0.093
H -3.0503 -2.3378 -2.8548 0.118 -0.071 -0.291
H -2.6755 -0.6687 -4.9418 -0.104 0.357 0.024
H -2.2016 -0.1735 -3.2892 0.204 -0.097 -0.055
C 1.3091 -2.4327 -8.6386 0.478 0.628 0.394
C 1.7696 -1.2133 -7.7792 1.001 -0.206 0.445
C 2.8335 -1.4726 -6.5456 -3.094 1.122 -0.761
N 2.7035 -0.3222 -5.4512 -1.391 -0.577 -0.899
C 3.1195 1.0129 -6.0659 0.947 -1.462 0.564
C 3.5664 -0.7470 -4.3008 0.005 1.589 -0.562
C 3.0859 0.1625 -3.1192 1.777 -2.081 -0.175
C 1.6377 0.4078 -3.3595 -0.875 1.088 -0.994
C 1.3303 -0.1093 -4.7518 0.133 -1.039 -1.032
H 0.5534 -2.0561 -9.3280 -0.019 0.030 0.009
H 0.8127 -3.1670 -8.0041 0.209 -0.161 -0.060
H 2.0809 -2.8845 -9.2618 0.099 -0.074 0.304
H 0.8141 -0.8279 -7.4234 0.204 0.089 0.845
H 2.1265 -0.4022 -8.4140 0.339 -0.182 -0.139
H 3.8969 -1.5356 -6.7765 -0.212 0.201 -0.319
H 2.4970 -2.4061 -6.0946 0.154 0.131 0.443
H 4.0243 0.8248 -6.6438 -0.136 -0.059 -0.359
H 3.4793 1.6309 -5.2433 -0.741 0.444 -0.146
H 2.2997 1.3652 -6.6919 0.226 0.260 0.348
H 4.5349 -0.6016 -4.7793 0.706 0.051 1.028
H 3.4397 -1.8003 -4.0505 -0.382 0.028 -0.331
H 3.6991 1.0625 -3.0749 -0.114 0.006 0.291
H 3.2424 -0.5073 -2.2736 0.190 0.487 0.545
H 1.4921 1.4874 -3.3967 -0.181 0.213 0.080
H 0.8733 0.0464 -2.6716 0.382 -0.433 0.360
H 0.6326 0.5582 -5.2576 0.430 0.206 -0.604
H 0.8554 -1.0874 -4.8279 -0.046 -0.274 0.615
C -5.7082 5.2664 -0.4851 0.666 0.370 -0.886
C -5.8803 4.4942 0.7712 0.435 -1.412 -0.112
C -4.5152 3.8203 1.1751 -1.414 0.838 1.015
N -4.6589 2.9196 2.3826 -0.608 -1.610 -0.064
C -5.3105 1.5880 1.9420 -0.242 0.686 0.196
C -3.3068 2.5834 2.9817 0.221 1.559 -0.095
C -3.6033 2.2591 4.4304 0.853 -0.664 1.199
C -4.9658 2.8224 4.8078 -0.778 -0.875 -0.171
C -5.3734 3.5522 3.5806 -0.326 1.383 -1.594
H -5.3965 4.5706 -1.2641 0.031 0.124 -0.205
H -4.9107 6.0016 -0.3781 -0.192 0.326 -0.198
H -6.6487 5.7159 -0.8037 0.197 0.215 0.061
H -6.6208 3.7505 0.4768 -0.132 -0.362 0.682
H -6.3060 5.1459 1.5342 0.291 -0.273 0.298
H -3.8663 4.6433 1.4746 0.232 -0.120 0.063
H -3.9934 3.2078 0.4397 -0.309 0.161 -0.348
H -4.7618 1.2726 1.0546 0.342 -0.447 0.427
H -6.3663 1.6368 1.6754 0.003 0.943 -0.078
H -5.3450 0.8959 2.7834 0.788 -0.041 -0.109
H -2.6576 1.9598 2.3670 -0.663 -0.802 -0.097
H -2.8066 3.5487 2.9038 0.162 0.162 0.417
H -3.6306 1.1931 4.6562 0.325 -0.070 -0.288
H -2.8589 2.6839 5.1038 0.285 -0.109 -0.302
H -5.6343 1.9826 4.9974 -0.177 0.125 0.140
H -5.0056 3.4699 5.6836 0.223 -0.050 -0.140
H -6.4227 3.6732 3.3118 -0.025 -0.372 0.319
H -4.9732 4.5644 3.6391 0.099 0.126 -0.192
C 2.1293 -1.9667 0.1356 0.940 -0.646 -0.125
C 3.4522 -2.1811 0.9043 -0.019 -1.232 0.889
C 3.2605 -3.4078 1.8733 0.197 1.198 0.770
N 4.5565 -3.9593 2.5116 -0.924 -1.557 -1.848
C 5.2511 -4.6053 1.3105 0.450 -0.776 0.819
C 4.2655 -5.1193 3.5072 0.497 1.027 1.620
C 5.5035 -5.1393 4.4282 0.199 1.069 0.018
C 6.2218 -3.7027 4.2992 0.086 -1.611 -1.533
C 5.3545 -2.8997 3.2959 -1.111 -1.299 0.847
H 1.2190 -2.1109 0.7176 0.207 0.898 0.454
H 1.9945 -2.7628 -0.5966 0.433 0.020 -0.414
H 2.2290 -1.0210 -0.3970 -0.741 -0.014 0.125
H 3.8613 -1.3102 1.4165 -0.767 0.167 0.527
H 4.2806 -2.3939 0.2286 -0.296 -0.250 -0.493
H 2.7166 -4.1882 1.3410 0.571 -0.382 -0.075
H 2.6328 -3.1750 2.7335 -0.080 0.568 -0.034
H 4.7278 -5.5481 1.1512 -0.195 0.250 -0.260
H 6.2605 -4.9304 1.5623 0.138 0.506 0.054
H 5.2108 -4.0073 0.4001 0.165 0.054 0.474
H 4.0685 -6.1241 3.1334 0.161 0.480 -1.003
H 3.3972 -4.8937 4.1263 -0.141 0.650 -0.358
H 6.1120 -5.9984 4.1457 0.456 0.400 0.063
H 5.2391 -5.2712 5.4774 -0.252 -0.163 -0.184
H 7.1896 -3.8746 3.8282 0.181 0.063 0.280
H 6.3861 -3.2377 5.2713 -0.305 0.164 -0.294
H 5.8217 -2.2397 2.5650 0.126 -0.072 0.344
H 4.5837 -2.4135 3.8939 -0.043 0.602 -0.381
C 5.5245 1.8774 4.4591 0.393 -0.154 -0.165
C 5.8496 2.2895 3.0079 -1.570 0.320 -0.398
C 4.4522 2.4086 2.1930 2.829 -0.407 -0.624
N 4.6724 2.8688 0.6957 -1.591 -1.192 -0.344
C 5.4684 1.8565 -0.1247 0.267 0.714 0.590
C 5.2177 4.2979 0.4497 -0.213 -1.264 -1.386
C 4.1015 4.9298 -0.3921 0.895 2.677 0.860
C 3.2773 3.9113 -1.0741 -0.265 -1.669 0.041
C 3.2212 2.8454 0.0010 1.082 1.062 1.403
H 4.7860 2.5590 4.8811 0.147 -0.087 0.268
H 6.4190 1.8082 5.0781 0.137 0.745 -0.032
H 5.1496 0.8588 4.5582 -0.429 0.204 -0.523
H 6.6378 1.6452 2.6183 -0.534 -0.463 -0.527
H 6.2995 3.2778 2.9128 -0.009 0.244 0.536
H 3.8341 3.1629 2.6800 -0.029 -0.080 -0.180
H 3.9482 1.4451 2.1178 -0.149 0.140 0.199
H 6.5170 2.0119 0.1292 -0.054 -0.531 0.096
H 5.3701 2.0344 -1.1956 -0.197 0.501 0.101
H 5.0975 0.8423 0.0236 0.145 0.124 0.541
H 6.1164 4.1168 -0.1400 -0.014 0.212 -0.083
H 5.5511 4.8990 1.2957 -0.577 -0.543 0.411
H 4.5070 5.7435 -0.9934 0.167 -0.319 -0.470
H 3.4983 5.5200 0.2977 -0.436 -0.254 0.182
H 3.6915 3.4893 -1.9899 0.087 0.316 -0.167
H 2.2375 4.1970 -1.2330 0.168 0.311 -0.336
H 2.9167 1.8398 -0.2891 0.264 0.030 0.267
H 2.6137 3.2774 0.7962 -0.404 -0.583 0.013
C -2.5568 -5.1748 -1.2558 1.708 -0.004 0.411
C -3.1476 -4.4072 -0.1440 -0.740 2.055 1.662
C -2.1785 -3.5539 0.8047 -1.323 -1.498 -0.670
N -2.8122 -3.3392 2.1762 -1.800 2.009 0.053
C -4.2273 -2.6614 2.0436 0.155 -1.721 0.034
C -1.8767 -2.3865 3.0082 -0.679 -2.678 -0.436
C -2.2495 -2.6812 4.4538 0.193 0.805 -0.280
C -2.8992 -4.0737 4.5192 0.230 -0.437 0.301
C -3.0117 -4.5626 3.0854 1.293 -0.042 -1.198
H -3.2646 -5.7370 -1.8649 0.065 0.128 0.201
H -1.9406 -5.8195 -0.6291 0.564 -0.878 -1.089
H -1.9100 -4.5323 -1.8532 0.028 -0.266 -0.332
H -3.6250 -5.1612 0.4819 -0.582 0.383 0.175
H -3.8345 -3.6490 -0.5200 -0.629 -0.285 0.175
H -2.0081 -2.5674 0.3735 0.116 0.115 0.153
H -1.2408 -4.0905 0.9497 0.082 0.107 0.208
H -4.5158 -2.0860 2.9233 0.600 0.004 0.024
H -4.8652 -3.5451 2.0317 -0.377 0.334 -0.135
H -4.4375 -2.1086 1.1280 0.856 0.118 0.090
H -2.0321 -1.3675 2.6539 0.486 -0.202 -0.145
H -0.9391 -2.9079 2.8154 0.529 1.067 -0.186
H -2.9055 -1.8523 4.7195 -0.195 -0.373 0.724
H -1.3187 -2.6081 5.0163 -0.231 0.108 0.292
H -3.7829 -4.1148 5.1560 -0.345 0.271 -0.551
H -2.2718 -4.8450 4.9658 0.357 0.430 0.389
H -3.8129 -5.2475 2.8080 -0.501 0.752 -0.045
H -2.1366 -5.1659 2.8437 0.297 0.012 0.183
C 0.9803 1.3566 4.8119 1.566 -0.290 0.709
F 1.2828 1.9539 5.9824 -1.021 0.013 -0.966
F -0.3253 1.0714 4.7265 0.497 0.511 -0.004
F 1.3489 2.2198 3.8235 -0.679 -0.655 0.430
S 2.0709 -0.2169 4.8263 2.174 -3.624 3.902
O 2.6103 -0.3085 6.2507 -2.050 0.806 -3.595
O 1.2790 -1.4262 4.4697 -0.109 2.011 -0.076
O 3.1769 -0.0083 3.9040 -0.534 0.783 -1.030
```
Positions in Å, forces in eV/Å.

***

Entry 2:
This record from the Open Molecules 2025 dataset describes C50H55BrHfN6OP2SSi as an isolated structure in a non-equilibrium geometry. The level of theory is wB97M-V/def2-TZVPD.

Summary:
Frontier orbital gap: 6.96 eV
Energy relative to the best compared isomer or geometry (same formula, charge and spin): 0.000 eV
Charge: 0
Strongest force on any atom: 1.6 eV Å⁻¹
LUMO level: 0.36 eV

```
118
Properties=species:S:1:pos:R:3:forces:R:3
Hf 1.0791 0.7934 0.7422 -0.187 1.017 0.496
C -2.3558 4.1863 0.3108 -0.230 -0.031 -0.041
Si -1.8805 2.3023 0.1610 0.316 -0.110 -0.326
C -2.0250 2.2002 -1.7577 0.219 0.063 -0.191
C -3.3026 2.4748 -2.2694 0.032 -0.017 0.004
C -3.5512 2.6895 -3.6153 0.031 -0.004 0.004
C -2.4947 2.6719 -4.5129 0.010 0.014 0.030
C -1.2240 2.3813 -4.0487 0.008 0.003 -0.093
C -0.9713 2.1058 -2.7015 -0.092 -0.055 0.152
P 0.7501 1.4601 -2.3866 -0.065 -0.097 0.170
C 1.7853 2.5770 -3.4202 -0.039 0.120 0.074
C 2.0979 3.8040 -2.8246 0.039 -0.050 0.052
C 2.9287 4.7104 -3.4629 -0.005 -0.028 -0.032
C 3.4716 4.4061 -4.7055 -0.017 -0.002 0.023
C 3.1657 3.1955 -5.3079 -0.056 -0.009 0.046
C 2.3240 2.2890 -4.6711 -0.006 0.037 -0.082
C 0.6763 -0.0637 -3.4218 0.124 0.082 -0.020
C 1.8822 -0.7012 -3.7153 0.029 -0.116 -0.089
C 1.9249 -1.8712 -4.4567 -0.045 -0.001 0.003
C 0.7439 -2.4561 -4.8983 0.019 0.015 -0.004
C -0.4633 -1.8448 -4.6017 0.038 0.065 0.040
C -0.4960 -0.6549 -3.8810 -0.105 -0.105 0.065
C -3.5576 1.7228 1.0876 -0.245 0.054 0.051
C -4.6728 2.5525 1.3148 0.170 -0.116 -0.013
C -5.8408 2.0816 1.8933 0.013 -0.126 0.043
C -5.9464 0.7548 2.3046 -0.029 0.119 -0.022
C -4.8661 -0.0865 2.1309 0.063 -0.022 0.022
C -3.7046 0.4056 1.5371 0.141 0.022 -0.009
P -2.2966 -0.6435 1.1779 -0.356 -0.124 0.111
C -1.8636 -1.5610 2.6943 -0.048 -0.047 0.004
C -2.1262 -1.0114 3.9466 0.068 -0.022 0.101
C -1.6333 -1.6118 5.0998 -0.051 0.022 -0.125
C -0.8747 -2.7695 5.0141 -0.010 -0.003 -0.054
C -0.6163 -3.3335 3.7698 -0.074 0.076 0.001
C -1.1095 -2.7319 2.6214 0.023 -0.164 0.016
C -2.8227 -1.8750 -0.0306 -0.028 -0.185 -0.092
C -2.7451 -1.4794 -1.3660 -0.028 -0.020 -0.007
C -3.2323 -2.3090 -2.3644 -0.013 -0.010 0.057
C -3.7897 -3.5382 -2.0394 0.010 0.016 0.001
C -3.8636 -3.9398 -0.7126 0.032 0.034 0.017
C -3.3827 -3.1096 0.2910 -0.048 -0.007 -0.011
H -3.2663 4.4392 -0.2435 -0.022 -0.015 0.033
H -1.5497 4.7943 -0.0934 -0.005 0.010 -0.048
H -2.5095 4.4882 1.3529 0.069 -0.003 0.011
H -4.1341 2.5515 -1.5768 -0.014 -0.013 0.025
H -4.5575 2.9002 -3.9565 -0.012 -0.003 0.006
H -2.6546 2.8763 -5.5641 -0.004 0.000 -0.007
H -0.4062 2.3450 -4.7622 -0.060 -0.005 0.040
H 1.6921 4.0372 -1.8453 -0.007 -0.013 0.004
H 3.1590 5.6528 -2.9832 0.004 0.014 -0.002
H 4.1257 5.1118 -5.2014 0.006 0.000 -0.004
H 3.5731 2.9545 -6.2816 0.006 -0.005 -0.012
H 2.0818 1.3583 -5.1681 0.010 -0.006 0.005
H 2.8076 -0.2505 -3.3901 0.130 0.062 0.101
H 2.8798 -2.3237 -4.7001 0.015 -0.005 0.003
H 0.7656 -3.3710 -5.4768 0.011 -0.004 0.000
H -1.3900 -2.2877 -4.9445 0.006 -0.005 -0.006
H -1.4508 -0.1864 -3.6774 0.051 0.005 -0.032
H -4.6360 3.5914 1.0251 0.033 0.032 -0.036
H -6.6814 2.7515 2.0258 -0.011 0.014 0.000
H -6.8609 0.3881 2.7525 -0.009 0.001 0.003
H -4.9276 -1.1225 2.4475 0.027 -0.013 0.003
H -2.7017 -0.0983 4.0260 -0.045 0.028 -0.025
H -1.8444 -1.1708 6.0661 -0.018 0.008 0.005
H -0.4974 -3.2403 5.9129 0.014 -0.012 0.023
H -0.0344 -4.2434 3.6956 0.005 -0.023 -0.008
H -0.8974 -3.1798 1.6569 -0.073 -0.005 0.021
H -2.3019 -0.5211 -1.6090 -0.024 -0.033 0.030
H -3.1756 -1.9933 -3.3982 -0.021 -0.003 0.017
H -4.1679 -4.1846 -2.8211 -0.009 -0.006 -0.001
H -4.3008 -4.8964 -0.4578 -0.002 -0.007 0.005
H -3.4565 -3.4273 1.3241 0.015 0.022 0.016
C 4.5081 0.6295 -1.2559 -0.192 0.017 -0.231
N 4.2304 -0.7894 -1.3485 0.155 0.075 -0.012
C 5.0540 -1.6299 -2.1950 0.030 0.005 -0.040
C 4.6232 -3.0490 -1.8002 -0.102 0.109 -0.128
N 3.4108 -2.8388 -1.0136 -0.043 -0.078 0.123
C 2.2079 -3.5802 -1.3882 0.023 0.029 0.035
C 3.2912 -1.4945 -0.6910 -0.014 -0.154 -0.230
N 2.4079 -1.0083 0.1159 -0.314 -0.049 0.536
C 1.7913 -1.9000 1.1188 0.026 -0.034 -0.189
C 2.0139 -1.3529 2.5326 -0.084 -0.089 -0.084
N 1.1481 -0.1905 2.8300 0.441 -0.605 -0.590
C 1.0861 0.2113 4.0669 -0.079 0.100 0.076
N 0.1900 1.1386 4.4835 -0.144 0.277 -0.020
C -0.5530 2.0301 3.6106 0.114 -0.019 0.246
C 0.4505 1.5494 5.8473 -0.043 -0.030 -0.005
C 1.2576 0.3736 6.3711 0.084 0.034 -0.007
N 1.8264 -0.1818 5.1498 0.040 0.019 0.134
C 2.8124 -1.2323 5.3094 0.036 0.033 0.040
H 5.3169 0.8437 -0.5563 -0.009 -0.013 -0.020
H 3.6270 1.1799 -0.9292 0.163 -0.143 -0.097
H 4.7756 0.9856 -2.2544 0.045 0.002 0.006
H 6.1115 -1.4518 -1.9935 -0.004 0.006 0.009
H 4.8724 -1.4035 -3.2518 0.002 -0.032 -0.015
H 5.3907 -3.5581 -1.2159 0.004 0.010 0.034
H 4.3956 -3.6663 -2.6699 0.032 0.013 0.003
H 2.2284 -3.7997 -2.4570 -0.012 -0.037 0.004
H 1.3254 -2.9708 -1.2066 -0.048 0.043 0.037
H 2.1175 -4.5164 -0.8341 0.033 0.005 0.021
H 2.2222 -2.9007 1.1013 0.087 -0.028 -0.110
H 0.7201 -1.9963 0.9150 0.104 -0.010 -0.012
H 3.0690 -1.0750 2.5873 -0.002 0.007 0.015
H 1.8108 -2.1770 3.2238 -0.030 0.154 -0.064
H -0.9442 1.4811 2.7572 0.024 -0.060 0.040
H 0.0645 2.8489 3.2304 -0.044 -0.045 0.094
H -1.3889 2.4359 4.1822 -0.035 -0.001 -0.026
H -0.4871 1.6924 6.3850 0.002 0.013 0.022
H 1.0149 2.4880 5.8782 0.043 -0.014 -0.017
H 0.6288 -0.3659 6.8821 -0.014 0.004 -0.037
H 2.0535 0.6800 7.0494 -0.007 -0.018 0.013
H 3.3900 -0.9921 6.2015 -0.002 -0.007 0.024
H 3.5094 -1.2725 4.4803 -0.065 0.033 0.098
H 2.3547 -2.2151 5.4572 -0.001 -0.029 -0.002
Br 3.3911 1.7797 1.5980 0.560 0.354 0.508
O -0.2092 -0.1430 -0.3583 -1.185 -0.743 -0.760
C -1.1975 0.4493 0.5067 0.551 0.373 0.022
S 0.2772 3.0385 0.4882 0.195 0.220 0.015
```
Positions in Å, forces in eV/Å.